[1]
ORCA calculation (ωB97M-V/def2-TZVPD) on a cluster of 2 separate species, C17H24BClN5O3P in total at a distorted geometry.

Structure (XYZ):
```
52
Properties=species:S:1:pos:R:3:forces:R:3:lowdin_charge:R:1
C 0.603555 -3.740498 -0.999474 -0.91 -0.94 0.14 -0.119
N 1.615007 -3.772018 0.099245 -0.25 1.08 -0.75 -0.167
C 2.996257 -4.057022 -0.389501 0.78 -0.81 0.80 -0.097
B 1.547680 -2.576560 0.997347 0.01 -0.78 2.04 -0.470
O 1.468766 -2.854246 2.429757 -0.80 0.42 -2.90 0.082
C 1.599318 -1.018139 0.545257 1.55 3.85 -0.78 0.032
C 2.939530 -0.226692 0.562602 -3.98 0.63 -0.78 0.031
C 2.981390 1.304365 0.159640 -3.78 -0.87 -0.27 -0.134
C 4.326644 2.178107 0.141579 -0.02 -0.49 -0.67 -0.182
C 5.669194 1.299488 -0.033553 0.65 0.92 -0.34 -0.269
C 5.831434 0.665632 -1.522948 0.11 0.81 1.11 -0.516
Cl 5.546586 -1.157854 -1.387686 0.14 1.19 -0.59 0.493
C 1.641232 1.957121 -0.232813 1.35 -2.38 0.74 0.040
C 0.253478 1.192360 -0.292729 2.17 0.35 0.57 -0.150
N -0.891709 1.974409 -0.674285 -1.10 -5.83 1.15 0.089
C -2.041848 1.131776 -0.678051 1.21 -0.29 0.22 -0.075
C -2.079170 -0.382165 -0.328196 2.85 0.48 0.00 -0.230
P -3.711065 -1.366055 -0.441445 -2.13 -0.40 0.87 0.680
N -4.949284 -0.624336 0.235280 1.72 -1.28 -0.37 -0.196
O -3.511355 -2.874541 0.374860 0.01 1.56 -2.90 -0.219
O -4.051685 -1.640346 -2.114052 2.53 0.39 2.49 -0.211
N -0.929160 -1.117322 0.090233 -0.71 4.71 -1.55 0.092
C 0.253833 -0.304406 0.101423 0.91 0.19 0.20 -0.117
H 0.673191 -2.835990 -1.697965 0.01 -1.24 0.72 0.092
H -0.446860 -3.756598 -0.510997 1.68 0.25 -0.86 0.085
H 0.676978 -4.749467 -1.564456 0.02 1.81 0.62 0.099
H 3.632193 -4.356995 0.533233 -0.95 0.46 -1.51 0.107
H 2.963958 -4.983390 -1.083320 0.09 1.68 1.00 0.103
H 3.533756 -3.170434 -0.874633 -0.84 -1.15 0.28 0.052
H 0.902818 -3.656826 2.496720 0.99 0.36 0.05 0.105
H 3.878809 -0.786723 0.875510 -1.45 0.98 -0.50 0.080
H 4.281170 2.870345 -0.784833 -0.08 -1.02 1.51 0.117
H 4.436160 2.873262 1.054254 -0.37 -1.30 -1.25 0.124
H 5.809180 0.513354 0.788639 -0.31 1.11 -1.33 0.098
H 6.547596 2.048598 0.073768 -1.41 -1.19 -0.04 0.113
H 6.893749 0.808899 -1.937199 -1.74 -0.34 0.72 0.081
H 5.078228 1.192758 -2.202608 0.97 -1.25 0.75 0.086
H 1.652037 3.080160 -0.501562 -0.18 -2.09 0.43 0.112
H -3.042650 1.626010 -0.971793 1.88 -0.83 0.43 0.109
H -5.288048 -1.285137 0.968835 0.14 0.89 -0.66 0.005
H -3.829201 -3.563446 -0.265281 0.45 0.63 0.80 0.078
H -3.177266 -1.595414 -2.585731 -1.07 -0.16 0.27 0.072
C -4.967164 4.732142 1.280355 0.25 0.07 -0.07 -0.122
C -6.195808 4.107062 1.606466 -0.15 -0.18 0.04 -0.121
C -6.067928 2.771825 1.307466 0.00 -0.07 -0.05 -0.142
N -4.810191 2.568913 0.809060 0.07 0.23 0.03 0.000
C -4.129736 3.757576 0.793758 -0.03 -0.02 -0.04 -0.153
H -4.721786 5.778400 1.390426 -0.01 -0.10 -0.01 0.087
H -7.076346 4.580833 2.015333 0.08 -0.06 -0.04 0.087
H -6.762484 1.951266 1.405141 0.08 0.08 -0.04 0.103
H -4.441673 1.680316 0.501456 -0.40 -0.10 0.26 0.061
H -3.111310 3.807642 0.437466 -0.07 0.04 0.05 0.091
```
Forces are in eV/Å.

Results
SMILES: CN(C)B(O)c1cc(CCCCl)cc2ncc(P(=N)(O)O)nc12.c1cc[nH]c1
HOMO level (eV): -7.7449
HOMO-LUMO gap (eV): 6.25


[2]
ORCA calculation (ωB97M-V/def2-TZVPD) on a cluster of 2 separate species, C17H24BrF2NO3S2 in total.

Structure (XYZ):
```
50
Properties=species:S:1:pos:R:3:forces:R:3:lowdin_charge:R:1
C 1.139017 2.253613 1.948647 0.05 0.08 -0.06 -0.155
C 0.295161 2.871091 0.847278 0.16 0.17 -0.02 -0.520
S -0.775720 1.769974 -0.120112 -0.30 -0.12 0.07 0.906
C -0.342120 0.045375 0.222167 0.19 0.30 -0.16 -0.411
C 0.789685 -0.676591 -0.616779 -0.21 -0.18 -0.09 -0.279
C 1.047250 0.160283 -1.894243 0.05 0.02 0.05 -0.305
F 1.800885 1.285414 -1.528978 0.07 -0.02 0.05 -0.028
C 1.708403 -0.479243 -3.096098 0.19 0.02 -0.13 -0.199
C 1.987864 0.549331 -4.193019 0.01 -0.08 -0.04 -0.079
C 0.110705 -1.972498 -1.087502 0.13 0.11 0.30 -0.474
O -0.828139 -2.028219 -1.839267 -0.28 -0.03 -0.13 0.111
N 0.711666 -3.059694 -0.492321 0.37 0.07 -0.72 0.086
C 2.103804 -2.756828 -0.216341 -0.05 -0.10 0.17 -0.630
S 3.194528 -3.323726 -1.586990 -0.01 0.04 0.03 0.828
C 2.059620 -1.234153 0.144131 -0.27 -0.17 0.15 -0.579
Br 1.793611 -1.276958 2.113961 -0.14 -0.04 0.01 0.903
C 3.374427 -0.488757 -0.055199 0.04 -0.14 -0.02 -0.250
O 4.382942 -0.842554 0.874585 0.38 0.09 -0.13 -0.184
O 5.041208 -2.046835 0.456627 -0.33 0.05 0.04 -0.052
H 2.009447 1.732171 1.544229 -0.17 -0.07 0.05 0.044
H 1.518741 3.052042 2.592170 -0.03 -0.08 -0.01 0.079
H 0.564904 1.561394 2.564887 0.04 0.06 0.01 0.052
H -0.397247 3.595767 1.282349 0.02 -0.06 -0.05 0.060
H 0.930452 3.406296 0.137606 0.00 -0.05 0.09 0.062
H -1.290591 -0.425376 -0.046121 0.12 -0.09 0.00 0.077
H -0.201116 -0.111716 1.282885 0.00 0.05 0.03 -0.002
H 0.070234 0.535534 -2.205108 0.04 0.00 0.01 0.121
H 2.640809 -0.972891 -2.820037 -0.03 0.02 -0.02 0.063
H 1.032853 -1.241371 -3.492939 0.00 -0.01 0.12 0.117
H 2.800777 1.220956 -3.913655 -0.12 0.00 0.02 0.075
H 2.276679 0.040065 -5.114909 -0.01 0.05 0.05 0.075
H 1.098836 1.147691 -4.404675 0.05 0.00 0.01 0.083
H 0.544553 -3.905536 -1.026873 -0.09 -0.17 0.40 0.142
H 2.468030 -3.315089 0.642368 0.03 0.03 -0.08 0.070
H 2.284886 -3.180945 -2.557482 -0.04 -0.01 -0.05 -0.129
H 3.739319 -0.675552 -1.066226 -0.02 0.21 -0.04 0.104
H 3.217023 0.574599 0.097159 0.06 0.01 0.00 0.120
H 5.696713 -1.713316 -0.174580 0.02 0.02 0.07 0.105
F -2.626552 1.866235 2.731378 0.04 0.04 0.11 0.039
C -3.845018 1.346647 2.485353 0.02 -0.03 -0.07 -0.293
C -4.851542 2.185758 2.053084 -0.01 0.04 0.00 -0.015
C -6.100431 1.639007 1.796442 0.00 -0.02 0.00 -0.084
C -6.323635 0.280198 1.971810 0.00 0.00 0.00 -0.098
C -5.290745 -0.538915 2.405814 -0.01 0.01 0.00 -0.084
C -4.035416 -0.008292 2.666320 0.01 -0.04 0.00 -0.017
H -4.651947 3.240155 1.921017 0.01 0.00 0.00 0.118
H -6.901869 2.279956 1.453933 0.00 0.01 0.00 0.104
H -7.299473 -0.139308 1.768581 0.00 0.00 0.00 0.100
H -5.459814 -1.598636 2.542990 0.00 -0.01 0.00 0.104
H -3.213660 -0.626550 3.001685 0.01 0.01 0.00 0.117
```
Forces are in eV/Å.

Results
SMILES: CCSC[C@]1([C@@H](F)CC)C(=O)N[C@@H](S)[C@@]1(Br)COO.Fc1ccccc1
HOMO level (eV): -8.3782
Energy relative to the best compared isomer or geometry (same formula, charge and spin) (kcal/mol): 0.00
HOMO-LUMO gap (eV): 8.76